{"formula": "C42H92N2O22S4", "method": "ωB97M-V with the def2-TZVPD basis set", "e_tot_ev": -136401.3075, "homo_energy_ev": -9.10, "relative_energy_kcal_mol": 16.8, "smiles": "CCOS(C)(=O)=O.CCOS(C)(=O)=O.CCOS(C)(=O)=O.CCOS(C)(=O)=O.c1ccncc1.c1ccncc1.COCCOC.COCCOC.COCCOC.COCCOC.COCCOC", "orbital_gap_ev": 9.33, "e_lumo_ev": 0.23, "symbols": ["C", "C", "O", "S", "C", "O", "O", "H", "H", "H", "H", "H", "H", "H", "H", "C", "C", "O", "S", "C", "O", "O", "H", "H", "H", "H", "H", "H", "H", "H", "C", "C", "O", "S", "C", "O", "O", "H", "H", "H", "H", "H", "H", "H", "H", "C", "C", "O", "S", "C", "O", "O", "H", "H", "H", "H", "H", "H", "H", "H", "C", "C", "C", "N", "C", "C", "H", "H", "H", "H", "H", "C", "C", "C", "N", "C", "C", "H", "H", "H", "H", "H", "C", "O", "C", "C", "O", "C", "H", "H", "H", "H", "H", "H", "H", "H", "H", "H", "C", "O", "C", "C", "O", "C", "H", "H", "H", "H", "H", "H", "H", "H", "H", "H", "C", "O", "C", "C", "O", "C", "H", "H", "H", "H", "H", "H", "H", "H", "H", "H", "C", "O", "C", "C", "O", "C", "H", "H", "H", "H", "H", "H", "H", "H", "H", "H", "C", "O", "C", "C", "O", "C", "H", "H", "H", "H", "H", "H", "H", "H", "H", "H"], "positions_angstrom": [[-5.218, -3.963, 5.347], [-5.620, -3.811, 3.936], [-6.912, -4.583, 3.795], [-7.529, -4.618, 2.356], [-8.347, -3.022, 2.294], [-6.483, -4.691, 1.364], [-8.596, -5.566, 2.371], [-4.860, -4.963, 5.488], [-5.989, -3.735, 6.081], [-4.513, -3.098, 5.516], [-5.820, -2.748, 3.793], [-4.844, -4.229, 3.337], [-7.634, -2.276, 2.286], [-8.996, -2.944, 3.167], [-8.890, -3.087, 1.354], [2.585, 5.632, -2.715], [2.960, 4.520, -3.683], [3.566, 3.500, -2.919], [3.668, 2.064, -3.500], [5.199, 2.148, -4.458], [3.987, 1.272, -2.357], [2.545, 1.703, -4.303], [3.465, 6.121, -2.310], [1.856, 5.363, -1.953], [2.042, 6.404, -3.230], [2.181, 4.101, -4.290], [3.784, 4.895, -4.293], [4.992, 2.948, -5.161], [5.222, 1.223, -5.015], [6.051, 2.345, -3.849], [-0.655, 3.524, -3.337], [-2.143, 3.220, -2.996], [-2.864, 4.460, -2.929], [-4.379, 4.258, -2.604], [-4.637, 4.658, -0.863], [-5.091, 5.123, -3.493], [-4.727, 2.870, -2.700], [-0.316, 4.411, -2.861], [-0.428, 3.657, -4.406], [-0.109, 2.683, -2.900], [-2.512, 2.671, -3.807], [-2.268, 2.679, -2.083], [-4.532, 5.726, -0.745], [-3.831, 4.245, -0.222], [-5.553, 4.279, -0.517], [-2.423, -1.409, 0.894], [-2.574, -2.726, 0.161], [-3.048, -3.648, 1.241], [-2.402, -5.151, 1.334], [-3.503, -6.018, 0.216], [-1.102, -5.168, 0.724], [-2.486, -5.516, 2.674], [-1.697, -1.373, 1.675], [-3.356, -1.201, 1.458], [-2.263, -0.548, 0.238], [-3.336, -2.769, -0.635], [-1.673, -3.027, -0.288], [-3.093, -6.995, 0.036], [-3.482, -5.414, -0.677], [-4.530, -5.991, 0.710], [0.418, 0.860, 2.220], [-0.686, 1.592, 2.665], [-1.370, 2.368, 1.806], [-1.063, 2.524, 0.518], [0.025, 1.894, 0.087], [0.690, 0.940, 0.840], [0.899, 0.176, 2.873], [-1.028, 1.500, 3.703], [-2.215, 2.911, 2.116], [0.271, 2.097, -0.965], [1.533, 0.354, 0.444], [-5.805, -0.035, -2.565], [-4.547, -0.447, -3.058], [-4.182, -1.728, -2.945], [-4.893, -2.653, -2.316], [-6.146, -2.332, -2.011], [-6.648, -1.072, -2.066], [-6.066, 1.023, -2.539], [-3.921, 0.307, -3.471], [-3.257, -2.063, -3.304], [-6.738, -3.123, -1.580], [-7.661, -0.786, -1.826], [4.248, 5.732, 5.535], [3.915, 4.524, 6.312], [3.077, 3.592, 5.595], [1.592, 4.038, 5.457], [1.446, 5.164, 4.602], [1.307, 4.867, 3.208], [3.969, 5.536, 4.497], [5.288, 5.847, 5.672], [3.654, 6.657, 5.865], [3.105, 2.722, 6.243], [3.426, 3.424, 4.582], [1.215, 4.241, 6.440], [1.101, 3.101, 4.975], [1.459, 3.806, 2.973], [1.899, 5.526, 2.610], [0.321, 5.080, 2.869], [7.207, 0.839, -1.105], [6.653, 1.915, -0.361], [5.890, 1.475, 0.775], [5.511, 2.700, 1.574], [4.676, 3.653, 0.891], [3.415, 3.056, 0.610], [7.988, 1.200, -1.752], [6.445, 0.312, -1.686], [7.675, 0.041, -0.484], [6.472, 0.835, 1.471], [5.058, 0.806, 0.379], [6.447, 3.131, 1.835], [4.985, 2.395, 2.513], [3.439, 2.347, -0.163], [2.716, 3.810, 0.272], [3.047, 2.487, 1.487], [3.502, -5.902, -1.178], [2.430, -5.093, -1.572], [1.931, -4.211, -0.600], [1.168, -3.056, -1.210], [1.958, -1.893, -1.495], [3.020, -1.999, -2.505], [4.158, -5.314, -0.479], [4.032, -6.241, -2.066], [3.203, -6.808, -0.646], [2.803, -3.777, -0.041], [1.159, -4.698, -0.002], [0.450, -2.636, -0.493], [0.566, -3.406, -2.092], [3.519, -1.066, -2.509], [2.514, -2.044, -3.454], [3.642, -2.861, -2.281], [0.238, -3.314, 3.205], [1.171, -2.317, 2.859], [2.451, -2.783, 3.135], [3.461, -1.847, 2.479], [3.383, -0.400, 2.835], [3.617, -0.169, 4.186], [-0.791, -2.941, 3.088], [0.318, -3.542, 4.271], [0.278, -4.251, 2.692], [2.664, -3.790, 2.678], [2.568, -2.778, 4.194], [3.192, -1.907, 1.467], [4.476, -2.236, 2.694], [4.225, 0.775, 4.318], [4.098, -1.059, 4.617], [2.649, -0.071, 4.713], [-0.569, -0.141, -2.643], [-0.803, 0.378, -3.907], [0.014, -0.155, -4.931], [-0.205, -1.709, -5.086], [-1.513, -2.126, -5.164], [-2.271, -1.499, -6.191], [-1.036, 0.465, -1.894], [0.512, -0.241, -2.341], [-1.097, -1.137, -2.514], [1.013, 0.025, -4.743], [-0.301, 0.379, -5.831], [0.319, -2.088, -4.238], [0.340, -2.093, -6.001], [-2.170, -2.108, -7.094], [-2.031, -0.402, -6.366], [-3.352, -1.494, -5.933]], "atomic_forces_ev_per_a": [[0.3998, 1.5359, 0.9723], [-1.7829, 0.0468, 0.8516], [1.4335, 0.3529, -0.0868], [-0.6648, 0.7206, -0.4394], [-0.7870, -2.1274, -0.1242], [-0.4542, 0.0545, 0.5060], [0.3428, -0.3641, 0.0692], [0.6897, -0.2391, 0.5552], [-0.4192, -0.2446, -0.2563], [0.1259, -1.4363, 0.0201], [-0.1193, -0.1793, -0.7791], [0.1324, -0.0873, -1.0203], [1.4460, 1.6930, -0.1532], [-0.0201, -0.1169, -0.2603], [-0.1996, 0.3559, 0.0627], [-0.6463, 0.1061, -0.4127], [0.8474, 1.5103, 0.2623], [-0.2458, -0.5283, 0.7595], [2.0492, -1.2086, 0.9877], [-2.2254, 0.2671, -0.6993], [-0.2235, -0.4655, 0.2403], [-0.0412, 0.5235, -0.4576], [0.0841, -0.2793, 0.3283], [0.3911, -0.5406, 0.3078], [-0.0983, 0.4535, -0.7192], [-0.6036, 0.0388, -0.1824], [-0.3424, 0.2164, -0.5480], [0.3918, 0.2065, -0.2935], [0.3162, -0.2941, -0.0204], [0.3647, 0.0101, 0.5726], [-0.8127, -0.7721, 0.3822], [2.4930, 0.8767, -0.7052], [-0.0731, 0.3090, 0.5546], [-2.0593, -0.3333, -0.4011], [2.6385, 0.7311, -0.2433], [0.1844, 0.6358, 0.7911], [0.3521, -0.4943, 0.1784], [0.1785, 0.8757, 0.7167], [-0.3829, -0.4294, 0.3189], [0.2664, 0.1242, -0.5666], [-0.8060, -1.0028, -0.9347], [0.1561, -0.2942, 0.6655], [-0.3752, 0.3916, -0.0535], [-0.2796, -0.1902, -0.7317], [-1.3216, -0.3909, -0.0216], [-1.7354, 0.7976, -0.1465], [-1.5992, 0.2570, 1.1138], [1.3079, -1.1493, -0.5104], [-0.1216, 1.8942, -3.5497], [-1.0775, 0.7682, 1.8281], [0.0916, 0.2130, -0.1829], [-0.8052, -0.8769, 2.7429], [1.0275, -0.4409, 0.1928], [0.1917, -0.0828, -0.5607], [0.0692, -0.2162, -0.1275], [0.1223, 0.3817, 0.5750], [1.3391, -0.8472, -0.1508], [-0.0133, -0.4313, 0.0467], [-0.1638, 0.1100, -0.3881], [1.2833, -0.2366, -0.8657], [-1.5125, 0.4281, -1.5840], [1.1292, -1.2751, 1.7565], [-0.3744, 0.5054, -1.5383], [0.4268, 0.5861, 0.1100], [-0.6071, -0.4383, -0.8751], [1.5625, -0.0960, 1.2735], [0.6298, -0.4835, 0.2592], [0.2154, 0.1504, -0.3514], [-1.0960, 0.5665, 0.5083], [0.1478, -0.2950, 0.5468], [-0.4954, 0.3514, -0.0509], [0.1973, -1.5925, 0.3511], [-2.1085, 2.7360, 0.3957], [0.1628, -1.4534, 0.7629], [-0.6669, -0.6597, -0.6763], [0.2882, -1.0189, 1.0194], [0.4708, 3.0688, -1.2403], [-0.0756, -0.4203, -0.1752], [0.6145, 0.2881, -0.3779], [1.4475, -0.3265, -0.5078], [-0.1645, -0.2874, 0.0664], [-0.1452, -0.4059, 0.3320], [-2.3319, -0.5225, 0.6645], [-0.4798, 0.6868, -1.2390], [-0.6551, 1.6191, 1.0667], [1.0147, -1.8410, -1.7343], [-0.1707, -0.2852, -0.0541], [-0.1808, -0.5612, 0.7174], [0.3605, 0.2455, -0.0069], [1.1332, 0.4937, -0.0115], [0.8526, -1.4197, -0.2214], [0.0056, -0.4869, -0.3162], [0.5425, -0.3120, -0.2157], [-0.5496, 0.3212, 0.3468], [0.2431, 1.4291, 0.9450], [0.4417, 0.2328, 0.0596], [1.0371, 0.1784, -0.1634], [-1.2620, 0.1605, 0.0712], [-0.2861, -0.7247, 0.7014], [0.4128, -0.6908, 0.5470], [-0.4890, -1.0235, -1.1199], [-1.6819, -0.3448, -0.1844], [0.2956, -0.7943, 0.3019], [0.0398, 0.3460, 1.2358], [0.1251, 0.4224, -0.2862], [-0.1859, 0.1944, -0.1540], [-0.1908, 0.5947, 0.1175], [0.1181, 0.1841, -0.4245], [0.5479, 0.9769, 0.6658], [0.5883, 0.9761, 0.1841], [0.3660, -0.0028, -0.5173], [0.4864, -1.0739, -1.3316], [-0.1150, 0.4219, 0.3432], [-0.1026, 0.5492, -0.0841], [0.4424, 0.3915, 0.8915], [-0.1542, 0.0093, -0.9079], [0.0360, 0.5588, 0.2347], [0.0060, 0.8692, -0.9270], [0.8281, -0.1133, -0.4214], [-2.1464, -0.6481, 1.1843], [-0.1183, -0.5589, -0.6932], [0.1312, 0.2879, -0.0238], [-0.3164, 0.0049, 0.1812], [-0.8358, -0.4215, 0.1011], [0.4831, -0.3516, 0.6437], [0.1641, -0.4473, 0.0797], [0.6012, 0.2142, 0.4335], [0.7668, 0.7761, 0.4312], [0.0205, -0.6207, -0.7342], [0.1942, 0.0386, -0.3079], [-1.4828, 0.7011, 1.3053], [-0.6555, -0.5388, -0.7941], [0.9797, 0.5783, -0.8302], [-0.0047, 1.1177, 1.6321], [0.0642, -2.0459, -1.3488], [-0.0778, 0.2543, 0.8397], [0.4405, 0.1553, -0.2263], [0.1563, -0.0649, 0.2252], [0.5698, -0.4736, -0.8388], [-0.3060, 0.6166, 0.5704], [0.3225, -0.5492, 1.1043], [0.2055, 0.3291, -1.6857], [-0.3225, 0.3425, -0.2562], [-0.5609, -1.0882, -0.0544], [0.3464, 0.5259, 0.2555], [0.3345, 0.2191, 0.0382], [0.2702, -1.8826, 0.9768], [-0.0618, 0.5688, -0.4110], [-2.8929, -1.4066, -0.8897], [1.5904, 1.5870, -1.7411], [-1.3294, 0.3619, 0.6794], [-0.5825, 0.6663, -0.1363], [-0.3747, 0.7652, 0.2148], [-0.8433, -0.0063, -0.5750], [0.8041, 0.6143, -0.2062], [2.2917, 0.3833, 0.3981], [0.2953, -0.0027, 0.0801], [-0.2025, -1.0298, 0.7675], [-0.1006, 0.6014, 0.6971], [0.1229, 0.3994, -0.2255], [0.0184, -1.4490, 0.1466], [0.6901, -0.2753, 0.2050]]}